12 unconnected molecules or ions with the total composition C54H117N3O9 in a non-equilibrium geometry. Source: OMol25; level of theory: the ωB97M-V functional and the def2-TZVPD basis.

Results
HOMO (alpha / beta)	0.64 / -5.99	eV
LUMO energy (alpha / beta)	2.01 / 1.96	eV
F_max	0.08222	Eh/bohr
<S²>	0.75
orbital gap (alpha / beta)	1.4 / 8.0	eV

ORCA input file:
```
! wB97M-V def2-TZVPD RIJCOSX def2/J DEFGRID3
* xyz -1 2
C 2.132 4.404 2.332
C 1.520 5.789 2.272
C 0.151 5.562 1.862
O -0.268 4.332 2.510
C 0.880 3.584 2.905
H 3.007 4.350 2.980
H 2.336 3.995 1.342
H 1.943 6.612 1.697
H 1.534 6.232 3.268
H 0.034 5.406 0.789
H -0.736 6.140 2.124
H 0.628 2.544 2.697
H 0.983 3.748 3.977
C 4.728 1.628 2.418
C 3.677 0.928 1.545
C 2.758 0.261 2.574
O 3.459 0.380 3.847
C 4.789 0.585 3.551
H 4.440 2.531 2.957
H 5.650 1.802 1.863
H 4.013 0.183 0.824
H 3.012 1.587 0.988
H 2.799 -0.791 2.290
H 1.747 0.667 2.532
H 5.240 -0.384 3.339
H 5.545 0.927 4.258
C 5.032 -5.319 -3.885
C 5.852 -4.173 -3.404
C 4.960 -3.420 -2.435
O 3.617 -3.644 -2.895
C 3.567 -4.766 -3.789
H 5.220 -6.181 -3.245
H 5.395 -5.648 -4.858
H 5.993 -3.476 -4.230
H 6.804 -4.427 -2.939
H 5.168 -2.354 -2.340
H 5.136 -3.799 -1.429
H 3.176 -4.585 -4.790
H 2.944 -5.568 -3.393
C -4.774 3.717 -4.421
C -3.306 3.223 -4.317
C -2.508 4.351 -4.987
O -3.509 4.912 -5.860
C -4.856 4.433 -5.779
H -5.037 4.501 -3.711
H -5.567 2.970 -4.453
H -3.343 2.301 -4.896
H -2.994 2.978 -3.302
H -1.651 3.867 -5.456
H -2.146 5.059 -4.241
H -5.153 3.661 -6.489
H -5.621 5.207 -5.725
C -4.345 2.691 0.107
C -5.628 3.335 -0.177
C -5.717 4.652 0.422
O -4.727 4.553 1.428
C -3.636 3.650 1.044
H -3.911 2.530 -0.880
H -4.482 1.709 0.561
H -6.432 2.675 0.146
H -5.774 3.468 -1.249
H -6.713 4.833 0.826
H -5.352 5.517 -0.133
H -3.296 3.075 1.905
H -2.899 4.355 0.659
C -3.724 -4.109 2.318
C -4.714 -5.171 2.689
C -4.362 -5.425 4.173
O -3.688 -4.277 4.625
C -2.876 -3.760 3.495
H -4.312 -3.339 1.819
H -3.107 -4.507 1.512
H -4.548 -6.089 2.126
H -5.758 -4.862 2.644
H -3.746 -6.294 4.403
H -5.198 -5.397 4.872
H -1.940 -4.317 3.451
H -2.686 -2.690 3.573
C -3.837 -2.339 -2.357
C -4.244 -3.828 -2.307
C -5.421 -3.815 -1.330
O -5.627 -2.444 -0.940
C -5.149 -1.631 -1.953
H -3.412 -2.008 -3.304
H -3.131 -2.214 -1.536
H -3.382 -4.399 -1.961
H -4.624 -4.080 -3.297
H -5.403 -4.352 -0.382
H -6.304 -4.140 -1.881
H -5.003 -0.612 -1.594
H -5.974 -1.548 -2.660
C 2.544 6.270 -2.359
C 1.981 7.642 -2.757
C 0.510 7.625 -2.411
O 0.267 6.249 -2.156
C 1.335 5.374 -2.484
H 2.870 6.343 -1.321
H 3.460 5.925 -2.839
H 2.042 7.715 -3.843
H 2.436 8.506 -2.272
H -0.067 8.096 -3.207
H 0.369 8.144 -1.463
H 1.228 5.056 -3.521
H 1.357 4.455 -1.898
C 0.865 -6.994 -0.116
C 1.844 -8.016 0.380
C 2.780 -8.101 -0.835
O 1.937 -8.016 -1.966
C 0.750 -7.247 -1.651
H 1.189 -5.963 0.022
H -0.123 -7.078 0.336
H 1.371 -8.981 0.565
H 2.420 -7.796 1.279
H 3.391 -9.004 -0.792
H 3.433 -7.230 -0.877
H -0.081 -7.912 -1.883
H 0.676 -6.378 -2.305
C 4.196 0.687 -2.459
C 3.950 2.086 -2.952
N 3.931 2.343 -4.449
C 5.225 2.332 -5.107
C 6.295 3.237 -4.592
C 2.970 1.441 -5.135
C 1.569 1.383 -4.356
H 5.174 0.324 -2.773
H 3.378 0.012 -2.711
H 4.148 0.664 -1.371
H 3.048 2.576 -2.587
H 4.632 2.762 -2.436
H 5.630 1.322 -5.173
H 5.018 2.604 -6.141
H 5.950 4.264 -4.470
H 6.655 2.938 -3.608
H 7.186 3.197 -5.218
H 3.479 0.477 -5.133
H 2.764 1.648 -6.185
H 1.617 0.968 -3.350
H 0.783 0.913 -4.948
H 1.156 2.391 -4.396
C 0.754 -2.880 -0.217
C 0.775 -1.345 -0.524
N 0.138 -0.495 0.455
C 0.209 0.925 0.020
C -0.521 1.266 -1.291
C -1.218 -0.875 0.738
C -1.867 -0.076 1.872
H 1.051 -3.041 0.820
H 1.500 -3.406 -0.812
H -0.208 -3.380 -0.338
H 1.787 -1.026 -0.771
H 0.194 -1.370 -1.446
H 1.270 1.147 -0.093
H -0.243 1.456 0.858
H -0.298 2.260 -1.677
H -1.570 1.527 -1.153
H -0.434 0.538 -2.098
H -1.851 -0.935 -0.147
H -1.148 -1.882 1.150
H -2.652 -0.707 2.288
H -1.117 0.021 2.657
H -2.127 0.932 1.548
C -2.859 -0.539 8.331
C -2.404 -0.724 6.881
N -1.263 -1.656 6.715
C -1.542 -3.045 6.998
C -0.170 -3.659 7.462
C -0.453 -1.336 5.549
C 0.432 -0.112 5.736
H -3.204 -1.442 8.833
H -3.621 0.222 8.499
H -2.067 -0.133 8.961
H -3.258 -0.935 6.237
H -2.041 0.238 6.520
H -2.263 -3.087 7.815
H -2.025 -3.532 6.151
H 0.216 -4.117 6.551
H 0.571 -3.028 7.952
H -0.203 -4.526 8.123
H -1.123 -1.273 4.691
H 0.089 -2.266 5.375
H 0.854 -0.018 6.737
H -0.140 0.814 5.675
H 1.190 0.024 4.964
*
```